C8H14N2OS | the ωB97M-V functional and the def2-TZVPD basis

Atoms and positions in Å:
C -1.367 0.978 -0.238
C 0.512 -0.481 -0.188
C 1.063 -0.554 1.210
C 2.104 0.528 1.453
C 2.711 1.043 0.088
C 2.807 -0.165 -0.871
C -0.380 -1.616 -0.552
C -1.618 -1.717 0.254
H -1.305 2.966 -0.407
H -2.862 2.369 -0.032
H 0.283 -0.549 1.955
H 1.603 -1.518 1.317
H 1.753 1.435 1.967
H 2.954 0.057 2.076
H 3.737 1.498 0.244
H 1.940 1.775 -0.296
H 3.360 0.170 -1.814
H 3.423 -0.912 -0.389
H 0.223 -2.533 -0.497
H -0.656 -1.438 -1.615
H -2.264 -2.598 -0.035
H -1.491 -1.851 1.350
N -1.998 2.235 -0.459
N -0.148 0.793 -0.339
O 1.530 -0.681 -1.140
S -2.681 -0.170 0.247

Properties
ΔE to the lowest compared entry with this formula, charge and spin in kJ/mol: 55.2
SMILES: NC1=N[C@@]2(CCCCO2)CCS1
Spin multiplicity: 1
Gap between HOMO and LUMO in eV: 9.702
HOMO level in Eh: -0.329
Net charge: 0

C8H14N3 | the ωB97M-V functional and the def2-TZVPD basis

Atoms and positions in Å:
C -2.406 1.638 -0.071
C -3.756 1.376 -0.302
C -1.855 0.340 0.001
C 0.715 0.333 1.470
C 1.239 0.390 0.065
C 3.746 0.561 0.012
C -2.738 -2.006 -0.107
C 2.541 -0.195 -0.474
N -3.954 0.094 -0.438
N -2.759 -0.572 -0.141
N 0.116 -0.451 0.510
H -1.884 2.509 0.185
H -4.288 2.247 -0.634
H 1.328 -0.288 2.188
H 0.367 1.239 1.815
H 0.940 1.404 -0.365
H 4.725 0.109 -0.104
H 3.901 0.695 1.051
H 4.004 1.560 -0.370
H -3.690 -2.437 0.351
H -2.607 -2.444 -1.097
H -1.838 -2.283 0.480
H 2.497 -1.315 -0.208
H 2.372 0.076 -1.648
H -4.927 -0.367 -0.590

Properties
ΔE to the lowest compared entry with this formula, charge and spin in kJ/mol: 710.3
Spin multiplicity: 1
Gap between HOMO and LUMO (spin up / spin down) in eV: 8.953 / 8.952
HOMO level (spin up / spin down) in Eh: -0.493 / -0.493
Net charge: +1

C8H14N3O2 | the ωB97M-V functional and the def2-TZVPD basis

Atoms and positions in Å:
C -0.379 3.438 -1.446
C -0.233 2.239 -2.057
C -1.037 3.427 -0.102
C -1.048 0.983 -0.367
C 1.232 -2.270 1.535
C -0.103 -2.544 -0.519
C 1.309 -0.544 -0.111
C -0.697 -0.914 1.158
N -1.161 2.114 0.374
N -0.576 1.015 -1.558
N 0.505 -1.636 0.452
O -1.371 4.362 0.557
O -1.464 -0.169 0.313
H -0.350 4.406 -2.097
H 0.103 2.279 -3.081
H 2.055 -2.848 1.028
H 1.646 -1.574 2.138
H 0.535 -2.812 2.140
H -0.577 -2.007 -1.325
H 0.698 -3.241 -0.762
H -0.887 -3.153 0.040
H 1.057 0.034 -1.092
H 1.438 0.280 0.541
H 2.295 -0.930 -0.454
H -0.131 -0.316 1.936
H -1.414 -1.648 1.457
H -1.445 2.030 1.299

Properties
ΔE to the lowest compared entry with this formula, charge and spin in kJ/mol: 220.4
SMILES: C[N+](C)(C)COc1nccc(=O)[nH]1
Spin multiplicity: 1
Gap between HOMO and LUMO in eV: 9.694
HOMO level in Eh: -0.465
Net charge: +1

C8H14N4 | the ωB97M-V functional and the def2-TZVPD basis

Atoms and positions in Å:
C 3.912 -0.070 -0.173
C 3.263 0.838 0.672
C 3.179 -1.098 -0.795
C 1.911 0.730 0.927
C 1.798 -1.130 -0.668
C 1.130 -0.210 0.156
C -1.065 0.689 0.228
C -0.831 1.933 -0.582
N -2.496 0.171 -0.037
N -0.174 -0.270 -0.025
N -2.652 -1.214 -0.218
N -1.772 -1.704 0.688
H 4.995 -0.115 -0.112
H 4.017 1.553 1.142
H 3.734 -1.849 -1.447
H 1.326 1.421 1.584
H 1.169 -1.823 -1.069
H -1.093 0.866 1.333
H -1.672 2.581 -0.738
H -0.583 1.838 -1.729
H -0.076 2.543 -0.132
H -2.812 0.877 -0.727
H -3.610 -1.569 0.050
H -2.445 -1.752 -1.168
H -1.698 -2.694 0.815
H -1.933 -1.363 1.607

Properties
ΔE to the lowest compared entry with this formula, charge and spin in kJ/mol: 525.9
Spin multiplicity: 1
Gap between HOMO and LUMO in eV: 7.392
HOMO level in Eh: -0.644
Net charge: +2

C8H14N4O2 | the ωB97M-V functional and the def2-TZVPD basis

Atoms and positions in Å:
C 2.588 0.916 -0.958
C 3.505 0.026 -0.440
C -2.663 0.577 0.280
C -2.258 -0.583 -0.716
C -1.859 1.934 0.223
C -2.350 -2.009 -0.170
C -0.489 1.594 0.680
C -1.038 -2.311 0.620
N 2.265 0.898 1.227
N 0.416 1.592 -0.207
N 1.734 1.461 0.059
N 4.553 -0.584 -0.927
O 3.256 -0.052 0.891
O -0.945 -2.704 1.767
H 2.545 1.307 -1.973
H -3.578 1.008 -0.058
H -2.572 0.401 1.316
H -2.752 -0.451 -1.688
H -1.159 -0.534 -1.055
H -1.978 2.330 -0.795
H -2.314 2.472 0.979
H -3.203 -2.174 0.540
H -2.253 -2.737 -0.952
H -0.454 1.156 1.653
H -0.161 -1.924 0.098
H 4.954 -1.170 -0.271
H 4.656 -0.681 -1.905
H 1.552 0.242 1.782

Properties
ΔE to the lowest compared entry with this formula, charge and spin in kJ/mol: 664.7
Spin multiplicity: 3
Gap between HOMO and LUMO (spin up / spin down) in eV: 2.874 / 3.118
HOMO level (spin up / spin down) in Eh: -0.103 / -0.221
Net charge: 0

C8H14N4O5 | the ωB97M-V functional and the def2-TZVPD basis

Atoms and positions in Å:
C -1.339 -0.712 -0.422
C -1.018 0.655 -0.968
C -2.803 -0.996 -0.415
C -3.536 -0.066 0.681
C 1.152 0.830 0.137
C 2.034 1.971 0.475
C 1.820 -0.247 -0.600
C 2.996 -1.035 0.140
H -0.058 -1.610 0.960
H -1.137 -0.828 1.830
H -0.767 -1.399 -1.031
H -3.126 -0.845 -1.445
H -2.997 -2.033 0.035
H -3.174 1.741 -0.378
H -4.047 1.707 1.226
H 0.442 2.113 -1.408
H 0.957 0.332 0.962
H 1.059 -1.039 -1.017
H 2.088 0.161 -1.562
H 3.303 -1.961 -1.741
H 4.103 -2.667 -0.281
H 2.558 1.025 2.087
N -0.661 -0.779 0.935
N -3.658 1.274 0.403
N 0.070 1.447 -0.715
N 3.560 -1.911 -0.735
O -1.875 1.194 -1.701
O -3.901 -0.448 1.767
O 2.100 2.911 -0.296
O 3.303 -0.697 1.277
O 2.552 1.913 1.801

Properties
ΔE to the lowest compared entry with this formula, charge and spin in kJ/mol: 334.4
SMILES: NC(=O)C[C@H](NC(=O)[C@@H](N)CC(N)=O)C(=O)O
Spin multiplicity: 1
Gap between HOMO and LUMO in eV: 9.574
HOMO level in Eh: -0.353
Net charge: 0

C8H14NO | the ωB97M-V functional and the def2-TZVPD basis

Atoms and positions in Å:
C 0.909 -0.874 0.661
C 0.281 -1.122 -0.430
C 1.010 0.557 1.166
C 0.048 1.410 0.259
C 0.671 2.790 0.120
C -1.376 1.617 0.856
C -0.747 -3.375 -0.723
C 0.194 -2.264 -1.319
N 0.085 0.777 -1.119
O -0.934 1.061 -1.862
H 1.520 -1.610 1.254
H 0.596 0.704 2.160
H 2.026 1.034 1.142
H 0.768 3.274 1.118
H 0.115 3.419 -0.469
H 1.739 2.854 -0.221
H -1.914 2.328 0.128
H -1.258 2.172 1.774
H -1.949 0.702 1.037
H -0.280 -4.052 -0.122
H -1.201 -3.967 -1.547
H -1.333 -2.802 -0.006
H -0.196 -1.991 -2.353
H 1.223 -2.643 -1.501

Properties
ΔE to the lowest compared entry with this formula, charge and spin in kJ/mol: 156.0
Spin multiplicity: 1
Gap between HOMO and LUMO (spin up / spin down) in eV: 5.388 / 5.393
HOMO level (spin up / spin down) in Eh: -0.056 / -0.056
Net charge: -1

C8H14NO6Pt | the ωB97M-V functional and the def2-TZVPD basis

Atoms and positions in Å:
Pt -0.096 0.087 0.136
O 1.283 3.745 0.973
C 1.040 2.510 0.656
O 0.050 2.167 -0.003
C 2.096 1.538 1.191
O 1.848 0.264 0.589
C 2.320 -1.005 1.167
C 1.154 -2.007 1.379
O 1.352 -2.958 2.074
O 0.028 -1.791 0.696
H 0.588 4.333 0.630
H 2.005 1.499 2.279
H 3.090 1.894 0.920
H 2.855 -0.822 2.094
H 2.994 -1.431 0.426
C -4.916 -1.918 -1.103
N -4.038 -0.847 -0.619
C -4.623 0.330 0.032
C -2.726 -0.933 -0.705
C -2.080 -2.119 -1.336
O -2.055 0.042 -0.229
H -5.937 -1.665 -0.843
H -4.667 -2.868 -0.635
H -4.855 -2.020 -2.186
H -5.703 0.263 -0.035
H -4.285 1.240 -0.459
H -4.326 0.370 1.079
H -2.694 -2.545 -2.124
H -1.901 -2.879 -0.573
H -1.115 -1.829 -1.742

Properties
ΔE to the lowest compared entry with this formula, charge and spin in kJ/mol: 0.0
Spin multiplicity: 1
Gap between HOMO and LUMO in eV: 9.828
HOMO level in Eh: -0.473
Net charge: +1

C8H14NOSi | the ωB97M-V functional and the def2-TZVPD basis

Atoms and positions in Å:
C 3.013 2.271 0.192
C 1.751 2.879 0.243
C 3.051 0.886 0.218
C 0.602 2.133 0.307
C 1.936 0.130 0.519
C 0.663 0.746 0.622
C -2.688 0.169 0.758
C -1.019 -3.171 -2.767
N -2.065 0.657 1.958
O -0.483 -2.821 -1.408
Si -0.875 -0.313 0.830
H 3.915 2.846 0.073
H 1.762 3.943 -0.058
H 3.928 0.267 0.139
H -0.337 2.669 0.335
H 2.041 -0.901 0.722
H -3.670 -0.415 0.980
H -2.970 0.892 -0.027
H -0.024 -3.563 -3.363
H -1.453 -2.223 -3.226
H -1.904 1.651 2.163
H -1.744 -3.897 -2.460
H -2.487 0.205 2.644
H -0.176 -3.637 -1.105
H -0.767 -1.404 1.712

Properties
Spin multiplicity: 3
Gap between HOMO and LUMO (spin up / spin down) in eV: 6.052 / 6.168
HOMO level (spin up / spin down) in Eh: -0.335 / -0.486
Net charge: +1